Here is a structure of composition C6H12 from the Open Molecules 2025 dataset. Energies are from wB97M-V/def2-TZVPD.

Last column: natural (NBO) charge in e.
Cartesian coordinates (Å):
C: 0.004513 -1.246268 -1.453613  -0.628
C: 0.496763 -0.234803 -0.448854  0.007
C: 1.898499 0.043099 -0.437319  -0.698
C: -0.202504 -0.153971 0.880969  -0.279
C: -0.582361 1.147916 1.523104  -0.409
C: -1.647930 0.203346 1.038213  -0.420
H: -1.082720 -1.210434 -1.553809  0.226
H: 0.461112 -1.074864 -2.433357  0.224
H: 0.316218 -2.237953 -1.102833  0.224
H: -0.354896 1.060184 -1.173636  -0.213
H: 0.863460 0.895683 -0.967518  0.400
H: 2.339439 0.590594 0.390763  0.221
H: 2.525561 -0.231712 -1.279785  0.217
H: 0.194387 -0.918385 1.548812  0.238
H: -0.427840 1.261510 2.593102  0.218
H: -0.426883 2.049486 0.935079  0.225
H: -2.190908 0.493308 0.142860  0.229
H: -2.225596 -0.349511 1.774164  0.217

Forces on atoms 1 to 3 (eV/Å):
C -0.021 0.001 -0.014
C -0.172 0.000 -0.037
C 0.082 0.349 -0.170

Values from the calculation:
Energy above the lowest of the compared OMol25 structures with the same formula, charge and spin: 137.1 kcal/mol
Orbital gap: 8.24 eV
Lowest unoccupied orbital energy: 0.97 eV
HOMO: -7.27 eV
Multiplicity: 1